Here is a cluster of 6 separate species, C3H16N2O7 in total in a non-equilibrium geometry from the OMol25 dataset. Energies are from ωB97M-V/def2-TZVPD.

Last column: Löwdin charge in e.
Geometry (Å):
N  1.76994  -0.39229  1.18747  0.011
C  0.90452  -1.56273  1.00740  -0.170
C  1.53982  -2.47651  -0.00702  -0.428
O  2.67816  -2.84972  0.05899  0.102
N  0.83787  -2.70521  -1.23958  0.135
C  -0.51061  -2.49472  -1.54713  -0.299
O  -0.96027  -2.99405  -2.54314  0.057
H  2.68350  -0.66853  1.54241  0.090
H  1.40665  0.24653  1.89027  0.090
H  -0.04387  -1.22228  0.57535  0.070
H  0.85725  -1.97806  2.01887  0.130
H  1.46306  -3.23468  -1.83628  0.152
H  -1.02669  -1.88949  -0.78363  0.113
O  -2.39807  2.46364  0.31690  -0.111
H  -2.86738  2.88215  -0.41664  0.046
H  -1.80030  1.90901  -0.27843  -0.003
O  -0.74853  1.77436  -1.49144  -0.068
H  0.22321  1.56653  -1.41250  0.027
H  -0.98414  1.19474  -2.22608  0.073
O  1.90819  1.60683  -1.02005  -0.060
H  1.73932  2.22702  -0.29395  0.033
H  1.85755  0.72706  -0.61519  0.015
O  0.23064  3.22209  1.04681  -0.060
H  -0.18189  3.76546  1.71746  0.041
H  -0.47295  2.89683  0.46116  -0.009
O  -2.35577  -0.60862  1.21502  -0.057
H  -3.09253  -0.06564  0.91043  0.036
H  -2.65665  -1.33971  1.76250  0.044

Summary:
Multiplicity ... 1
Relative energy (zero: lowest compared OMol25 entry of this formula, charge and spin) ... 47.1 kcal/mol
Charge ... 0
SMILES string ... NCC(=O)NC=O.O.O.O.O.O
Orbital gap ... 0.386 Eh
Energy ... -760.1153 hartree
HOMO energy ... -0.3747 hartree
LUMO energy ... 0.313 eV